# 1
DFT (ωB97M-V with the def2-TZVPD basis set) results for 2 unconnected molecules or ions with the total composition C3H10N2O2.

Results
Frontier orbital gap (spin up / spin down) = 0.0968 / 0.3683 Ha
Energy relative to the best compared isomer or geometry (same formula, charge and spin) = 86.5 kJ/mol
Total charge = -1
⟨S²⟩ = 0.750
2S+1 = 2

Element x y z (Å)
C: 1.456 1.410 1.506
N: 0.761 0.446 0.870
C: -0.005 0.619 -0.352
C: -1.466 0.152 -0.162
N: -2.293 0.716 -1.232
O: 1.851 1.333 2.652
H: 1.675 2.296 0.885
H: 0.392 -0.173 1.580
H: 0.425 -0.051 -1.109
H: 0.008 1.635 -0.720
H: -1.469 -0.936 -0.289
H: -1.790 0.527 0.803
H: -2.632 -0.037 -1.819
H: -3.119 1.176 -0.873
H: 2.245 -3.038 0.176
H: 1.869 -3.434 -1.217
O: 2.092 -2.640 -0.699

# 2
DFT (ωB97M-V with the def2-TZVPD basis set) results for 10 unconnected molecules or ions with the total composition C48H68N4O26.

Results
Frontier orbital gap = 0.3236 Ha
SMILES = O=[N+]([O-])c1ccccc1.O=[N+]([O-])c1ccccc1.O=[N+]([O-])c1ccccc1.O=[N+]([O-])c1ccccc1.CCOC(=O)OC.CCOC(=O)OC.CCOC(=O)OC.CCOC(=O)OC.CCOC(=O)OC.CCOC(=O)OC

Element x y z (Å)
O: -3.894 -4.174 -6.667
N: -3.956 -2.987 -6.365
O: -3.969 -2.001 -7.102
C: -4.081 -2.657 -4.917
C: -3.627 -3.535 -3.977
C: -3.767 -3.291 -2.652
C: -4.351 -2.090 -2.242
C: -4.825 -1.173 -3.177
C: -4.737 -1.499 -4.515
H: -3.115 -4.478 -4.246
H: -3.317 -3.951 -1.899
H: -4.532 -1.941 -1.186
H: -5.147 -0.248 -2.724
H: -5.087 -0.840 -5.363
O: -0.435 6.181 -0.471
N: 0.483 5.892 0.337
O: 1.624 6.103 0.127
C: 0.171 5.224 1.622
C: -1.165 5.057 1.991
C: -1.423 4.649 3.346
C: -0.337 4.411 4.188
C: 0.993 4.647 3.804
C: 1.240 5.054 2.504
H: -1.994 5.208 1.309
H: -2.469 4.645 3.628
H: -0.425 4.257 5.295
H: 1.835 4.614 4.543
H: 2.273 5.359 2.160
O: 3.035 1.245 2.158
N: 2.693 0.136 2.475
O: 2.312 -0.179 3.551
C: 2.571 -0.784 1.313
C: 2.960 -0.412 0.029
C: 3.013 -1.336 -1.038
C: 2.569 -2.626 -0.778
C: 2.205 -2.984 0.535
C: 2.199 -2.081 1.587
H: 3.344 0.588 -0.083
H: 3.360 -0.997 -1.960
H: 2.554 -3.410 -1.544
H: 1.784 -3.971 0.676
H: 2.002 -2.462 2.654
O: -2.405 -2.787 0.191
N: -1.473 -2.214 -0.355
O: -0.915 -2.552 -1.354
C: -1.033 -0.956 0.238
C: -1.409 -0.592 1.526
C: -1.055 0.581 2.091
C: -0.247 1.446 1.323
C: 0.178 1.123 0.043
C: -0.189 -0.107 -0.446
H: -1.835 -1.448 2.063
H: -1.296 0.753 3.163
H: -0.065 2.444 1.700
H: 0.929 1.784 -0.455
H: 0.239 -0.510 -1.406
C: 1.080 1.944 6.865
C: 0.393 1.049 5.843
O: -0.078 -0.154 6.390
C: -1.361 -0.325 6.564
O: -1.809 -1.429 6.758
O: -2.036 0.824 6.515
C: -3.447 0.770 6.795
H: 1.865 1.444 7.411
H: 0.290 2.160 7.529
H: 1.561 2.869 6.461
H: 1.134 0.590 5.176
H: -0.334 1.645 5.309
H: -3.807 1.691 6.520
H: -3.661 0.597 7.821
H: -3.972 0.072 6.189
C: -5.874 1.614 2.155
C: -4.797 0.859 1.452
O: -3.933 1.901 1.015
C: -3.444 1.863 -0.215
O: -3.658 0.936 -0.978
O: -2.718 2.938 -0.448
C: -2.040 3.035 -1.649
H: -6.527 2.160 1.482
H: -5.380 2.280 2.849
H: -6.509 0.819 2.676
H: -5.051 0.177 0.662
H: -4.218 0.186 2.169
H: -1.269 3.873 -1.686
H: -2.840 3.172 -2.313
H: -1.518 2.085 -1.847
C: 2.662 0.898 -6.636
C: 2.853 -0.389 -5.931
O: 1.582 -0.788 -5.430
C: 1.540 -2.060 -4.980
O: 2.537 -2.656 -4.664
O: 0.243 -2.398 -4.772
C: 0.091 -3.795 -4.364
H: 3.628 1.203 -7.041
H: 2.206 1.673 -6.043
H: 2.112 0.700 -7.633
H: 3.497 -0.315 -5.067
H: 3.176 -1.215 -6.595
H: -0.761 -3.777 -3.756
H: 1.009 -3.981 -3.778
H: -0.068 -4.506 -5.174
C: -1.773 0.821 -5.526
C: -1.026 0.773 -4.278
O: -0.312 1.985 -4.135
C: 0.904 1.980 -3.571
O: 1.452 1.028 -3.097
O: 1.373 3.235 -3.631
C: 2.657 3.463 -3.001
H: -1.060 0.941 -6.347
H: -2.487 1.631 -5.500
H: -2.308 -0.167 -5.760
H: -0.342 -0.035 -4.125
H: -1.736 0.642 -3.479
H: 2.584 2.967 -2.008
H: 2.696 4.554 -2.968
H: 3.512 2.997 -3.526
C: 0.576 -9.858 3.089
C: 0.264 -8.453 2.746
O: -0.800 -8.409 1.837
C: -0.956 -7.204 1.144
O: -0.086 -6.394 1.080
O: -2.179 -7.104 0.710
C: -2.538 -5.891 0.041
H: -0.136 -10.302 3.768
H: 1.597 -9.844 3.540
H: 0.659 -10.432 2.169
H: 1.124 -7.966 2.284
H: -0.128 -7.777 3.619
H: -2.785 -5.234 0.829
H: -3.392 -6.212 -0.524
H: -1.684 -5.562 -0.638
C: 5.589 5.804 1.893
C: 4.966 4.495 2.439
O: 4.295 3.796 1.350
C: 5.033 2.965 0.561
O: 4.515 2.459 -0.369
O: 6.275 2.712 1.002
C: 6.920 1.747 0.148
H: 4.836 6.458 1.380
H: 6.351 5.523 1.173
H: 5.932 6.413 2.683
H: 4.203 4.769 3.180
H: 5.707 3.819 2.917
H: 7.362 2.256 -0.673
H: 6.296 0.892 -0.030
H: 7.713 1.356 0.753

# 3
DFT (ωB97M-V with the def2-TZVPD basis set) results for 3 unconnected molecules or ions with the total composition C4H13NS2.

Results
Frontier orbital gap (spin up / spin down) = 0.2848 / 0.1342 Ha
Energy relative to the best compared isomer or geometry (same formula, charge and spin) = 282.2 kJ/mol
Total charge = +1
⟨S²⟩ = 0.761
2S+1 = 2

Element x y z (Å)
C: -1.812 -2.531 -1.748
C: -1.031 -2.171 -0.464
S: -1.265 -0.408 -0.003
H: -1.890 -1.679 -2.418
H: -2.828 -2.799 -1.471
H: -1.376 -3.386 -2.272
H: 0.047 -2.340 -0.535
H: -1.396 -2.757 0.379
C: 0.641 2.058 1.250
C: 1.661 1.079 0.655
S: 3.123 1.001 1.728
N: -0.270 2.586 0.203
H: 1.117 2.924 1.736
H: 0.050 1.614 2.059
H: 1.943 1.393 -0.394
H: 1.214 0.052 0.618
H: 3.626 -0.135 1.173
H: -0.842 1.806 -0.142
H: 0.153 0.412 -1.009
H: -0.866 3.281 0.653

Taking the records one at a time from the top gives total energy values of -380.2501, -4044.6932, -1010.8922 hartree.